[1]
This record from the OMol25 dataset describes C26H25BiGeN4OS as an isolated structure. The level of theory is ωB97M-V/def2-TZVPD.

Output
- total energy (hartree) = -3989.2314
- energy above the lowest of the compared OMol25 structures with the same formula, charge and spin (eV) = 0.000
- frontier orbital gap (eV) = 7.095
- net charge = +2
- max |F| (eV Å⁻¹) = 0.82
- molecular weight (g/mol) = 723.17

Atoms and positions in Å:
1 Bi 0.706 -0.493 -1.126
2 Ge 1.344 3.033 -1.024
3 S 0.280 -0.896 -3.569
4 O -0.004 1.620 -1.443
5 N -0.011 -3.351 -4.480
6 N -0.449 -3.197 -2.253
7 N -0.608 -2.388 -1.199
8 N -1.018 -0.402 0.474
9 C 4.830 0.790 -0.405
10 C 3.840 1.602 -0.940
11 C -0.180 5.452 -0.837
12 C -0.559 5.388 1.918
13 C 3.570 0.606 1.642
14 C -0.907 -6.745 1.440
15 C -1.172 -4.144 0.447
16 C -1.432 0.689 1.123
17 C 4.688 0.282 0.880
18 C -0.907 -4.373 1.810
19 C -0.100 -2.624 -3.371
20 C -1.506 -1.615 0.788
21 C -1.214 -6.535 0.103
22 C -1.142 1.984 -2.247
23 C -2.963 -0.605 2.401
24 C 2.583 1.419 1.111
25 C -2.507 -1.738 1.745
26 C -1.056 6.446 1.168
27 C -2.402 0.629 2.103
28 C -1.340 -5.252 -0.397
29 C -0.769 -5.658 2.293
30 C 0.130 4.359 1.295
31 C 2.702 1.908 -0.195
32 C -0.867 6.478 -0.207
33 C -1.085 -2.771 -0.045
34 C 0.313 4.384 -0.088
35 H 0.542 3.555 1.894
36 H 3.481 0.244 2.658
37 H -1.363 -7.383 -0.552
38 H -0.765 -3.540 2.486
39 H -0.775 -7.748 1.819
40 H 5.459 -0.351 1.299
41 H -1.239 7.311 -0.788
42 H -3.760 -0.682 3.128
43 H 0.214 -2.915 -5.358
44 H -0.554 -5.815 3.342
45 H -0.688 5.373 2.992
46 H -2.023 2.113 -1.618
47 H -0.310 -4.314 -4.471
48 H -1.577 7.258 1.657
49 H -1.337 1.212 -2.990
50 H -0.021 5.491 -1.909
51 H 1.699 3.392 -2.466
52 H -2.721 1.532 2.604
53 H -0.934 2.918 -2.771
54 H 3.958 2.000 -1.942
55 H 5.716 0.566 -0.983
56 H -2.927 -2.711 1.949
57 H -1.595 -5.097 -1.431
58 H 1.720 1.679 1.717
59 H -0.988 1.630 0.822


[2]
This record from the OMol25 dataset describes C13H26N2OsSi2 as an isolated structure. The level of theory is ωB97M-V/def2-TZVPD.

Output
- total energy (hartree) = -1289.5301
- frontier orbital gap (eV) = 6.672
- net charge = +2
- max |F| (eV Å⁻¹) = 2.43
- molecular weight (g/mol) = 456.77

Atoms and positions in Å:
1 Os -0.103 0.668 0.599
2 Si -1.009 -1.336 -0.369
3 Si 2.071 0.371 -0.414
4 N -1.289 2.424 0.149
5 N -0.403 0.871 2.732
6 C 0.251 -2.894 -2.337
7 C 2.691 -1.541 -2.377
8 C 2.478 -2.628 -3.212
9 C -2.566 -0.939 -1.326
10 C -1.734 1.404 3.126
11 C 3.307 0.035 0.946
12 C 0.443 -1.802 -1.488
13 C -2.442 2.649 1.059
14 C 1.265 -3.302 -3.192
15 C -1.979 2.756 2.495
16 C 1.684 -1.115 -1.508
17 C 2.455 1.930 -1.368
18 C -1.367 -2.605 0.957
19 H -2.745 3.276 3.070
20 H -0.254 -0.028 3.190
21 H -0.529 -2.776 1.635
22 H 3.505 0.929 1.541
23 H 2.618 2.783 -0.706
24 H 4.254 -0.269 0.489
25 H 3.382 1.781 -1.931
26 H -3.389 -0.665 -0.663
27 H -1.627 2.366 -0.812
28 H 0.320 1.496 3.091
29 H -1.590 -3.560 0.473
30 H 1.678 2.189 -2.088
31 H -2.967 3.560 0.770
32 H -1.791 1.486 4.211
33 H -3.137 1.816 0.945
34 H -0.676 3.240 0.187
35 H 3.265 -2.947 -3.882
36 H -2.243 -2.330 1.547
37 H -0.691 -3.432 -2.334
38 H -1.075 3.372 2.555
39 H 3.646 -1.028 -2.407
40 H -2.498 0.693 2.807
41 H -2.432 -0.146 -2.064
42 H -2.882 -1.834 -1.870
43 H 2.999 -0.769 1.617
44 H 1.101 -4.149 -3.844


[3]
This record from the OMol25 dataset describes an isolated ion of composition C3H8NO2 and charge +1. The level of theory is ωB97M-V/def2-TZVPD.

Output
- total energy (hartree) = -324.1053
- SMILES = C[C@@H]([NH3+])C(=O)O
- energy above the lowest of the compared OMol25 structures with the same formula, charge and spin (eV) = 0.599
- frontier orbital gap (eV) = 11.732
- net charge = +1
- max |F| (eV Å⁻¹) = 0.83
- molecular weight (g/mol) = 90.10

Atoms and positions in Å:
1 O -1.273 -0.415 1.690
2 O 0.785 -1.357 1.613
3 N 1.447 0.159 -0.476
4 C -0.135 -0.767 1.130
5 C -0.010 -0.295 -0.331
6 C -0.951 0.798 -0.824
7 H 2.056 -0.507 -0.953
8 H -1.935 0.563 -0.435
9 H -1.099 0.734 -1.901
10 H 1.460 1.035 -1.004
11 H -0.653 1.776 -0.461
12 H -1.452 -0.900 2.513
13 H 1.855 0.327 0.438
14 H -0.096 -1.149 -0.999


[4]
This record from the OMol25 dataset describes a 8-piece molecular cluster, C35H72BrNO16S7 overall. The level of theory is ωB97M-V/def2-TZVPD.

Output
- total energy (hartree) = -7996.6559
- SMILES = CC[C@@H](Br)[C@H](COC)OCN.O=S1(=O)CCCC1.O=S1(=O)CCCC1.O=S1(=O)CCCC1.O=S1(=O)CCCC1.O=S1(=O)CCCC1.O=S1(=O)CCCC1.O=S1(=O)CCCC1
- frontier orbital gap (eV) = 10.024
- net charge = 0
- max |F| (eV Å⁻¹) = 0.82
- molecular weight (g/mol) = 1067.32

Atoms and positions in Å:
1 Br 7.770 0.678 -3.198
2 S -0.704 -6.031 0.617
3 S 0.241 4.162 6.655
4 S -2.882 -1.416 1.362
5 S -8.322 0.981 -3.834
6 S -3.951 1.852 -2.194
7 S 2.339 1.222 4.043
8 S 2.269 -1.049 -5.797
9 O -2.089 -6.046 1.014
10 O 6.056 -1.638 -0.516
11 O 1.381 -0.069 -5.223
12 O 0.332 -6.138 1.614
13 O -7.813 2.256 -4.268
14 O -0.443 2.895 6.583
15 O -4.335 1.317 -0.906
16 O -1.908 -0.352 1.350
17 O -7.715 -0.244 -4.297
18 O 3.416 0.645 3.271
19 O -2.743 -2.518 0.441
20 O -4.045 3.267 -2.439
21 O 1.750 -2.305 -6.273
22 O 5.641 1.918 -1.017
23 O 2.510 1.475 5.455
24 O 0.321 5.007 5.488
25 N 4.834 2.470 1.212
26 C -4.462 -1.690 3.491
27 C 1.879 3.913 7.351
28 C 4.472 0.270 -6.334
29 C 3.248 -0.262 -7.075
30 C -0.459 -7.274 -0.652
31 C -9.910 0.918 -1.692
32 C -4.535 -0.759 1.231
33 C 1.881 4.652 8.696
34 C -8.415 0.936 -2.036
35 C 7.755 0.879 -1.259
36 C -3.713 0.184 -4.256
37 C 5.058 -2.573 -0.179
38 C 8.766 -0.010 -0.555
39 C 4.896 -0.844 -5.369
40 C -0.239 1.307 3.589
41 C -3.053 -2.081 3.026
42 C -0.430 5.084 8.036
43 C -4.804 0.923 -3.472
44 C 6.341 0.729 -0.705
45 C 0.436 4.661 9.218
46 C 4.531 2.214 -0.182
47 C -5.340 -1.581 2.234
48 C -10.086 0.890 -4.128
49 C -0.032 -5.170 -1.817
50 C 3.630 -1.335 -4.656
51 C 5.563 -0.489 -1.176
52 C -2.304 1.262 -2.574
53 C -10.642 0.246 -2.863
54 C -0.405 -4.608 -0.439
55 C -0.728 -6.532 -1.957
56 C 0.853 0.261 3.781
57 C 10.168 0.028 -1.129
58 C 0.370 2.391 2.691
59 C 1.765 2.722 3.238
60 C -2.542 -0.063 -3.292
61 H -10.257 0.318 -5.037
62 H -10.433 -0.825 -2.870
63 H 3.656 -2.396 -4.419
64 H -10.273 1.940 -1.573
65 H -10.086 0.397 -0.753
66 H -11.721 0.376 -2.795
67 H 8.032 1.916 -1.097
68 H 2.016 2.840 7.458
69 H 0.390 -4.019 0.011
70 H 10.562 1.043 -1.108
71 H 2.222 5.679 8.555
72 H -6.298 -1.111 2.448
73 H -4.430 -0.725 4.000
74 H -5.477 0.231 -2.973
75 H -7.895 1.808 -1.648
76 H -5.373 1.618 -4.084
77 H 1.733 3.508 3.990
78 H -0.252 3.283 2.655
79 H 10.834 -0.589 -0.533
80 H -1.321 -4.024 -0.464
81 H -2.927 -3.160 2.952
82 H -5.534 -2.577 1.830
83 H 2.561 4.173 9.397
84 H 5.628 -0.495 -4.644
85 H 4.512 -0.336 -0.918
86 H 8.821 0.395 0.457
87 H 10.204 -0.328 -2.153
88 H -1.802 -6.389 -2.087
89 H -1.133 -8.105 -0.459
90 H -0.313 6.143 7.807
91 H 4.586 -2.996 -1.070
92 H -2.813 -0.832 -2.565
93 H -0.327 -4.483 -2.608
94 H -4.859 -0.854 0.199
95 H -4.853 -2.422 4.196
96 H 3.417 -0.759 -3.757
97 H -1.841 2.000 -3.227
98 H 5.617 -0.609 -2.257
99 H 5.806 2.754 1.302
100 H 0.313 5.338 10.061
101 H -3.378 0.800 -5.092
102 H 2.610 4.301 6.647
103 H 5.347 -1.665 -5.929
104 H 3.516 -1.033 -7.797
105 H 2.642 0.505 -7.552
106 H -7.909 0.029 -1.711
107 H 6.466 0.600 0.374
108 H 1.009 -0.321 2.873
109 H -10.444 1.912 -4.253
110 H -1.647 -0.396 -3.814
111 H -0.519 1.734 4.552
112 H 5.270 0.534 -7.025
113 H 0.704 -0.400 4.632
114 H 0.459 2.006 1.672
115 H -0.358 -7.091 -2.815
116 H 0.152 3.659 9.546
117 H 4.204 1.168 -5.773
118 H -4.492 0.294 1.502
119 H 0.576 -7.606 -0.584
120 H -1.743 1.173 -1.646
121 H -2.264 -1.659 3.644
122 H 8.391 -1.027 -0.469
123 H -1.120 0.866 3.130
124 H 5.533 -3.376 0.374
125 H 4.760 1.594 1.722
126 H 2.483 2.977 2.461
127 H 4.296 -2.122 0.461
128 H 3.796 1.408 -0.231
129 H -1.484 4.836 8.139
130 H -4.101 -0.746 -4.669
131 H 4.082 3.093 -0.633
132 H 1.050 -5.305 -1.886